[1]
ORCA calculation (wB97M-V/def2-TZVPD) on a 21-piece molecular cluster, C53H127N21O21 overall in a non-equilibrium geometry.

Its total charge is 0. As for the orbital gap: 9.16 eV. The calculation puts the HOMO energy at -8.820 eV. Its spin multiplicity is 1.

```
222
Properties=species:S:1:pos:R:3:forces:R:3:mulliken_charge:R:1
O -13.4178 -11.0155 21.4124 1.5 0.4 0.7 0.545
O -14.1785 -5.8307 18.1571 -0.5 -0.3 0.5 -0.699
O -19.8405 -11.7645 27.5406 -1.5 1.8 0.3 -0.775
O -10.8145 -8.2781 15.0592 -1.1 -1.9 -0.2 -0.685
O -17.9217 -12.1985 19.8919 1.8 -1.1 -1.7 0.011
O -17.6449 -4.3811 21.9128 0.4 -0.8 0.0 -0.828
O -17.4025 -13.1202 14.5392 1.3 0.4 -0.4 -0.680
O -12.9666 -12.8843 16.0077 1.0 -0.9 1.6 -0.609
O -10.0513 -7.6189 19.8829 1.1 0.0 1.3 -0.837
O -16.8336 -7.9404 22.3321 -0.1 -0.1 -1.0 -0.328
O -9.4305 -11.2648 23.2556 -0.6 -0.4 0.4 -0.646
O -15.3511 -13.2768 24.0962 0.2 -0.1 0.3 -1.505
O -15.0076 -16.6331 23.9317 0.5 -0.5 -0.1 -0.976
O -11.1244 -13.8502 27.0759 0.1 -0.7 0.1 -0.777
O -17.3848 -16.3032 19.2451 1.2 -0.2 -0.6 -0.641
O -12.9552 -6.3894 24.5240 0.9 -0.6 -1.2 -0.741
O -20.2886 -15.1250 20.3174 0.4 -0.2 -1.1 -0.759
O -20.8198 -8.3038 24.3778 0.4 0.2 -0.6 -0.603
O -15.9921 -15.1327 27.7575 -1.2 -0.1 -0.4 -0.708
O -18.7890 -9.4280 17.9701 -0.1 -0.2 -0.5 -0.602
O -12.7410 -15.6001 19.3334 0.5 0.7 0.2 -0.766
N -11.0529 -6.3654 18.3185 0.7 0.8 -0.1 -0.138
N -10.3719 -10.1631 21.4996 -0.8 1.3 -1.2 0.521
N -12.9326 -9.0239 15.0877 -0.2 -1.2 0.5 -0.004
N -19.4299 -9.7128 25.4712 1.2 0.2 -0.6 0.127
N -13.4511 -14.3245 24.6405 0.5 -2.4 0.3 0.334
N -13.8047 -16.0133 21.1811 0.0 0.3 2.2 0.116
N -19.5623 -14.2677 18.3567 -0.6 -0.7 0.2 0.325
N -18.2262 -13.1105 28.2242 2.0 -1.3 0.7 0.149
N -15.7335 -6.2509 23.2355 0.8 0.5 0.4 0.050
N -16.8588 -15.5522 23.4196 -1.2 -0.3 -0.8 0.999
N -18.1281 -11.0887 16.6092 -0.7 0.6 -0.3 0.245
N -15.2649 -12.2918 14.1604 -3.0 0.1 -0.4 -0.265
N -15.5160 -5.2754 19.9095 0.5 0.4 0.7 -0.018
N -19.7814 -12.3362 21.0819 0.3 0.0 0.2 -0.090
N -15.4432 -17.0425 18.2478 -1.1 1.0 0.9 -0.053
N -19.7857 -3.6826 21.8616 -1.5 -2.4 1.7 -0.240
N -15.3424 -12.1815 21.4287 0.4 0.5 -1.0 1.662
N -13.9389 -14.3546 27.9181 1.2 0.5 -0.7 -0.007
N -11.6418 -14.6258 16.8520 -1.9 1.2 1.0 -0.636
N -10.0334 -13.1125 25.2031 -0.5 -0.9 1.2 0.282
N -11.5583 -7.5870 23.2201 1.6 0.8 -1.3 0.225
C -11.7485 -14.6182 21.2695 0.3 -0.9 0.7 -0.277
C -18.7975 -4.6009 22.2577 -2.2 2.2 -0.1 0.599
C -21.6689 -9.3478 26.3013 0.0 -1.5 -0.2 -1.185
C -18.9409 -10.0582 16.9239 0.2 0.2 0.9 0.705
C -18.2203 -15.5382 22.8841 -0.3 0.8 1.4 -0.668
C -12.3484 -6.5636 23.4383 -3.1 2.1 1.7 0.446
C -11.2486 -10.5918 14.4328 0.2 0.5 -0.1 -0.557
C -13.5220 -11.8772 24.6557 -0.3 0.0 -1.5 1.290
C -16.4652 -6.7212 18.2638 2.5 -0.5 0.8 -0.768
C -19.3046 -14.4078 16.9320 1.4 -1.3 1.4 -0.661
C -20.0487 -9.6439 15.9883 0.5 0.0 -0.8 -1.231
C -9.7690 -5.7510 17.8350 -1.0 -0.2 1.1 -1.018
C -14.1739 -13.2374 24.5037 -0.6 1.7 -0.6 -0.115
C -12.3352 -8.0832 19.5247 -0.5 2.4 0.7 1.658
C -14.2691 -16.6914 27.4593 -0.1 -2.1 0.1 -1.061
C -18.7847 -13.1822 25.8778 0.7 1.1 1.4 -0.147
C -19.0002 -12.5894 27.2955 0.2 -1.6 -1.3 0.508
C -9.6206 -14.4161 24.6879 -2.1 0.9 -1.5 -0.869
C -11.0670 -7.2996 19.2854 0.0 -1.2 -1.6 0.559
C -14.4154 -12.9809 27.8904 1.3 0.4 0.3 -0.227
C -15.5108 -14.6408 14.5031 -0.6 -0.1 0.6 -0.670
C -15.2358 -5.9566 18.7822 -0.3 0.5 -0.8 0.738
C -18.7035 -11.6375 20.6246 -1.6 0.6 1.5 0.159
C -15.8754 -7.5829 23.0097 -1.3 -0.9 0.1 -0.534
C -16.1933 -16.6714 23.5433 0.3 -1.0 0.6 0.874
C -20.5917 -9.0840 25.2922 -1.5 1.2 0.4 0.607
C -12.0980 -12.6379 18.2403 0.1 0.3 -0.6 0.057
C -15.0506 -8.7473 23.5945 2.9 1.9 0.0 0.452
C -12.7131 -5.6500 22.3022 0.7 0.9 -0.8 -0.702
C -13.5403 -7.8067 15.4826 0.0 1.1 0.0 -1.029
C -15.9814 -14.6692 18.3698 1.1 0.8 0.0 1.482
C -16.8506 -18.0364 23.2271 0.0 1.8 0.2 -1.564
C -14.7888 -15.3407 27.6854 -1.0 0.6 0.5 0.783
C -16.1873 -13.2911 14.4140 0.4 -0.6 0.3 0.593
C -20.1730 -15.2546 19.0747 -0.7 1.6 2.2 1.088
C -16.3054 -16.0535 18.6817 -1.6 -1.6 0.5 0.086
C -14.7733 -10.8899 19.4773 -2.7 -0.1 0.2 -0.799
C -11.6225 -9.2311 14.9295 1.9 2.5 0.0 0.842
C -8.1203 -9.7318 22.0576 0.0 0.2 -0.9 -1.687
C -18.2867 -9.2396 24.6556 -0.5 -1.3 -0.3 -0.040
C -19.3010 -5.7206 23.1493 -0.4 -0.9 -1.0 -0.653
C -11.3227 -8.5060 24.2452 1.2 -1.6 1.6 -1.248
C -19.6856 -2.6653 20.8838 1.1 1.3 -1.1 -0.843
C -10.6648 -12.9563 26.3849 0.0 1.4 -0.7 0.741
C -12.8115 -15.3816 20.5653 -0.3 -0.9 -2.7 0.733
C -15.8011 -18.4155 18.4972 0.3 -0.5 -0.3 -1.116
C -14.4391 -11.3659 20.8587 -0.7 -0.7 -0.3 1.105
C -20.8124 -16.4312 18.4115 2.5 0.1 -1.8 -1.288
C -12.3103 -13.3747 16.9526 0.4 -0.7 -2.0 0.029
C -10.8132 -11.4753 26.7631 -0.5 -0.2 0.9 -1.188
C -18.3429 -12.8800 29.6600 -2.4 0.2 -0.8 -1.081
C -9.3977 -10.4423 22.3486 1.2 -0.7 0.4 0.730
C -18.4676 -10.1871 21.0532 0.1 -1.9 -0.2 0.357
H -9.8488 -4.6982 17.6269 -0.7 0.5 0.1 0.360
H -11.3641 -10.8663 26.0459 0.3 -0.1 -0.1 -0.065
H -17.5864 -10.0823 24.5984 0.2 0.4 0.2 -0.195
H -14.8196 -4.6229 20.2906 -0.6 -0.6 -0.3 0.222
H -11.8336 -5.1297 21.8440 -0.5 -0.8 0.1 0.585
H -14.5543 -14.4255 14.8827 1.7 0.1 0.1 0.017
H -19.3363 -9.8352 21.5597 -0.4 0.6 0.6 0.645
H -14.6975 -8.5868 24.6106 -0.4 0.2 0.4 0.940
H -19.2397 -12.4181 25.2033 0.3 -1.3 0.0 0.170
H -15.4671 -10.0315 19.6044 0.7 0.0 -0.1 0.280
H -17.5733 -13.8445 27.9201 -0.2 0.5 0.4 0.156
H -14.9296 -14.4821 18.2994 0.9 0.0 0.2 -0.368
H -17.1001 -6.7862 19.1102 -1.4 0.1 0.2 0.292
H -16.1602 -7.7703 18.1059 -0.2 0.5 -0.8 -0.044
H -15.4561 -11.5842 18.9457 0.6 0.0 0.2 -0.454
H -22.0595 -10.3223 26.0048 -0.4 -0.1 0.0 0.274
H -13.0324 -12.6848 18.7732 -0.1 -0.3 0.7 -0.558
H -17.5574 -10.1679 21.6665 -0.4 0.1 0.0 -0.432
H -11.9511 -11.5963 18.0231 -0.1 0.6 -0.4 0.302
H -12.0344 -14.2077 22.2263 -0.1 -0.2 0.4 -0.267
H -20.7716 -3.9363 22.1120 1.7 0.2 -0.2 0.282
H -16.3270 -5.6063 22.6180 0.9 -1.1 1.6 0.017
H -18.3709 -14.6379 22.3105 0.0 0.2 -0.2 -0.112
H -12.0990 -9.2468 24.1543 -0.1 -0.8 0.3 0.101
H -12.8331 -8.4486 18.6355 0.4 -0.8 -0.1 0.286
H -21.1327 -16.1801 17.3993 -0.1 -0.1 0.0 0.352
H -8.1921 -8.6890 22.1698 -0.5 1.6 0.2 0.382
H -11.3280 -10.5585 21.5689 0.8 0.4 0.0 -0.334
H -17.6870 -13.2296 25.8081 -0.2 0.1 -0.7 -0.264
H -20.2687 -5.6504 23.6712 0.0 0.5 -0.9 0.470
H -15.7674 -18.9241 17.5434 -0.4 -0.4 -0.3 0.342
H -13.8350 -7.2786 14.5990 -0.4 0.6 -0.5 0.459
H -17.0816 -18.0670 22.1728 0.3 -0.5 -0.4 0.243
H -20.4036 -11.9104 21.7577 0.2 -0.2 -0.2 0.209
H -14.1806 -11.1463 25.0951 -0.6 0.0 0.0 0.617
H -18.6393 -5.8555 23.9680 1.1 -0.4 0.4 0.238
H -13.5007 -9.8450 15.1506 -0.2 -0.2 0.0 0.250
H -13.9460 -15.2522 24.4864 0.5 1.2 0.1 0.067
H -16.3130 -14.7172 23.6294 -0.2 0.3 0.1 -0.032
H -11.7975 -11.3822 14.9071 -0.1 -0.4 0.4 -0.297
H -12.5113 -14.3398 25.0414 -0.6 0.3 -0.1 -0.191
H -20.4124 -1.8294 21.0881 0.7 -0.9 -0.3 0.303
H -14.3947 -7.9988 16.0890 -0.8 -0.2 0.3 0.286
H -13.8590 -16.0846 22.1972 -0.2 0.1 -0.3 -0.004
H -16.2195 -18.7650 23.6364 1.4 -1.1 -0.3 0.492
H -14.8124 -12.7830 28.8704 -1.1 0.3 0.1 0.388
H -18.4031 -11.8104 29.9127 0.3 -0.4 -0.2 0.301
H -14.4785 -16.7838 18.2024 0.5 0.2 -0.2 0.269
H -7.2534 -9.9856 22.5982 0.6 -1.0 1.0 0.416
H -19.8903 -8.5566 15.9398 -0.4 -0.3 -0.5 0.286
H -10.9724 -15.3909 21.3601 0.0 0.1 0.6 0.488
H -11.3401 -11.3879 27.7148 -0.1 -0.3 -0.1 0.432
H -13.9259 -10.6643 18.8916 0.9 0.5 -0.4 -0.018
H -20.0949 -10.1455 14.9947 0.4 0.5 0.6 0.348
H -7.8791 -9.8479 21.0217 0.1 -0.2 -0.8 0.431
H -11.2454 -13.8556 20.7217 -0.3 0.6 -0.8 0.028
H -18.6499 -2.2539 20.8737 -0.7 -0.1 0.3 0.270
H -10.3220 -8.9601 24.1384 -0.6 0.0 -0.1 0.421
H -16.1270 -12.4368 20.8771 -0.9 -0.2 -0.4 -1.174
H -10.8382 -7.4447 22.5201 -0.3 -0.3 -0.2 0.263
H -17.8641 -8.3525 25.0912 0.5 0.3 0.3 0.460
H -13.2350 -16.8380 27.8563 -1.0 -0.1 0.0 0.369
H -15.7194 -11.4656 13.8377 0.0 0.8 0.0 0.240
H -9.8617 -11.0176 26.9569 0.7 0.2 -0.3 0.454
H -14.2277 -16.9642 26.3874 -0.2 0.4 0.4 0.139
H -17.5629 -13.3979 30.1575 0.8 -0.3 0.4 0.381
H -13.2750 -11.5284 23.6097 -0.3 -0.3 0.9 -0.731
H -9.0176 -14.8690 25.4412 0.3 -0.9 0.2 0.360
H -10.5637 -14.9983 24.3741 1.5 0.3 0.8 0.153
H -17.4438 -11.3551 17.2733 0.5 -0.2 0.6 -0.278
H -12.9873 -7.2303 19.7456 -0.5 -0.3 0.3 -0.939
H -21.2247 -9.5715 27.2465 0.1 0.2 0.9 0.340
H -11.5180 -10.6074 13.3900 -0.1 0.0 -0.6 0.377
H -15.0547 -18.9400 19.1053 -0.3 0.2 0.3 0.334
H -11.7818 -15.1011 17.7805 0.5 0.2 -1.0 0.445
H -19.7994 -3.0669 19.8588 -0.4 0.3 0.3 0.275
H -15.0547 -12.7496 27.0257 -0.2 -0.3 0.6 -0.058
H -11.3604 -8.1187 25.2748 -0.2 0.4 -0.5 0.476
H -19.2814 -10.2626 26.3261 -0.2 0.3 -0.6 0.110
H -12.6367 -11.8553 25.2285 0.9 -0.4 0.4 -0.824
H -19.3287 -13.3191 29.9624 0.8 0.3 0.2 0.324
H -9.0868 -14.2158 23.7450 0.1 -0.2 0.5 0.293
H -12.9463 -7.1103 16.0648 0.6 -0.4 0.0 0.177
H -13.5724 -12.2696 27.8714 0.1 -0.6 -0.3 -0.198
H -22.5003 -8.6525 26.3635 0.4 0.3 -0.3 0.348
H -16.3281 -14.3835 17.4022 -0.8 0.1 -0.7 -0.169
H -12.2645 -8.6538 20.4598 -0.1 -0.4 -0.8 -0.723
H -18.5350 -8.9864 23.6067 -0.3 -0.3 0.9 -0.317
H -8.9752 -5.8118 18.5973 -0.5 -0.6 -0.5 0.324
H -10.1593 -9.3271 20.8838 -0.9 -1.2 0.5 -0.196
H -10.1808 -10.7053 14.4871 0.3 -0.2 0.2 0.316
H -14.0379 -8.8473 23.1032 -1.0 0.4 -0.1 -0.870
H -18.9719 -15.5393 23.7229 0.6 -0.1 -0.8 0.160
H -18.5855 -13.6652 16.6838 0.5 0.4 -0.5 -0.051
H -19.1124 -14.2338 25.8931 -0.4 0.6 -0.5 0.429
H -15.4306 -15.1265 13.5403 -0.1 0.0 -0.3 0.374
H -18.8579 -15.4055 16.8102 0.2 0.2 -0.5 0.336
H -13.2983 -6.2012 21.5352 0.5 0.4 0.5 -0.166
H -9.5581 -6.2108 16.9016 0.8 -0.7 -0.7 0.317
H -17.7608 -18.2606 23.7415 -1.0 0.6 0.4 0.399
H -19.8444 -13.3716 20.8958 -0.2 1.1 0.1 -0.106
H -19.3260 -6.6521 22.5165 0.2 0.8 0.8 -0.025
H -19.9547 -17.1526 18.3106 -0.8 0.3 0.0 0.186
H -12.0077 -15.1641 16.0641 0.2 0.2 0.3 0.341
H -18.1610 -11.5586 15.7347 0.0 -0.5 -0.6 0.053
H -18.2924 -9.6431 20.1461 0.1 0.4 -0.4 -0.329
H -16.3939 -14.0374 19.1251 -0.4 0.5 0.3 -0.463
H -15.8978 -15.3347 15.2440 -0.8 0.0 -0.2 0.210
H -11.8905 -6.2229 17.7627 0.2 0.1 0.4 0.034
H -18.3738 -16.3749 22.2321 -0.2 -0.3 -0.3 0.419
H -15.0843 -5.9162 23.9786 -0.6 -0.3 -1.2 0.257
H -21.5892 -16.8882 18.9462 -0.9 -0.3 1.0 0.378
H -16.7690 -6.1237 17.4143 -0.6 -0.5 -0.2 0.357
H -9.8796 -12.2724 24.6954 0.5 0.5 -0.9 0.451
H -16.8106 -18.4543 18.9293 0.5 0.0 -0.1 0.359
H -14.3574 -16.6687 20.6576 0.0 0.0 -0.2 0.000
H -14.2874 -12.2683 14.2802 1.0 -0.7 0.3 0.245
H -11.2064 -12.9122 18.7826 -0.1 -0.6 0.3 0.429
H -20.1219 -14.3593 16.2624 -1.2 0.4 -0.3 0.354
H -15.2338 -12.6055 22.3198 0.2 -0.1 1.0 -0.300
H -15.4406 -9.7255 23.4912 -1.2 -0.5 -0.2 0.146
H -16.3992 -5.4136 20.4067 0.6 0.3 -0.2 -0.039
H -15.0925 -17.3430 27.9229 1.7 0.5 -0.5 0.298
H -12.9743 -14.5871 27.7377 0.3 0.7 0.0 0.208
H -13.3125 -4.8380 22.7221 -0.1 -0.3 -0.1 0.380
H -18.9588 -13.6340 18.9100 -0.5 -0.4 -0.5 -0.467
H -21.0003 -9.8252 16.4538 -0.4 0.0 0.4 0.298
```
Positions in Å, forces in eV/Å.

=====

[2]
ORCA calculation (wB97M-V/def2-TZVPD) on C5H7O5Y as an isolated structure in a non-equilibrium geometry.

Its total charge is +1. As for the orbital gap (alpha / beta): 6.64 / 6.65 eV. The calculation puts the HOMO energy (alpha / beta) at -11.914 / -12.409 eV. Its spin multiplicity is 2. Its expectation value of S² is 0.751.

```
18
Properties=species:S:1:pos:R:3:forces:R:3:lowdin_spin:R:1
Y 1.4902 -1.3102 1.7659 0.0 1.7 -2.1 0.864
O 2.1299 3.4955 1.3616 0.1 -2.6 -0.5 0.001
O 2.3971 3.7213 -0.8703 0.0 -2.4 0.8 0.001
O 3.0887 0.2539 0.5133 -0.8 -1.5 1.3 0.034
O -1.0687 -1.3183 0.4473 1.2 0.1 1.1 0.032
O 0.9854 0.2672 0.1006 -0.5 -2.3 1.0 0.042
C -0.2007 0.6336 -0.6040 -0.3 0.9 0.0 0.003
C 2.2020 0.9487 0.0229 0.9 1.7 -0.4 0.012
C -2.0255 -2.3594 0.4792 -0.6 -0.6 0.0 0.005
C 2.2789 3.2189 0.2081 -0.1 4.8 -0.6 0.000
C -1.0727 -0.5872 -0.7622 0.1 0.1 -0.8 0.003
H 0.0926 1.0197 -1.5879 -0.2 0.1 0.3 0.000
H -1.8606 -3.0632 -0.3521 -0.1 0.2 0.2 0.000
H -3.0427 -1.9391 0.4287 0.3 -0.2 0.0 0.000
H -1.9000 -2.8924 1.4285 -0.1 0.1 -0.2 0.002
H -0.6935 -1.2235 -1.5805 -0.2 0.1 0.2 0.000
H -2.0962 -0.2569 -1.0084 0.3 -0.1 0.1 0.000
H -0.7042 1.3914 0.0094 0.1 0.0 -0.4 0.000
```
Positions in Å, forces in eV/Å.